(1)
{"formula": "C29H20BrCl65O3", "method": "ωB97M-V/def2-TZVPD", "symbols": ["C", "C", "C", "C", "C", "C", "C", "C", "C", "C", "C", "Br", "O", "C", "O", "O", "C", "Cl", "H", "H", "H", "H", "H", "H", "H", "H", "H", "H", "H", "H", "H", "H", "H", "H", "H", "H", "H", "H", "C", "Cl", "Cl", "Cl", "Cl", "C", "Cl", "Cl", "Cl", "Cl", "C", "Cl", "Cl", "Cl", "Cl", "C", "Cl", "Cl", "Cl", "Cl", "C", "Cl", "Cl", "Cl", "Cl", "C", "Cl", "Cl", "Cl", "Cl", "C", "Cl", "Cl", "Cl", "Cl", "C", "Cl", "Cl", "Cl", "Cl", "C", "Cl", "Cl", "Cl", "Cl", "C", "Cl", "Cl", "Cl", "Cl", "C", "Cl", "Cl", "Cl", "Cl", "C", "Cl", "Cl", "Cl", "Cl", "C", "Cl", "Cl", "Cl", "Cl", "C", "Cl", "Cl", "Cl", "Cl", "C", "Cl", "Cl", "Cl", "Cl", "C", "Cl", "Cl", "Cl", "Cl"], "coordinates": [[4.5545, -3.6213, 1.1282], [5.0270, -2.7199, 0.0890], [6.4102, -2.1821, 0.2771], [4.3045, -2.3808, -0.9962], [3.8829, -0.9886, -1.3025], [3.4805, -0.1953, -0.0756], [2.0441, 0.2495, -0.0488], [1.9821, 1.3617, 0.9700], [1.0729, -0.8563, 0.3787], [0.1532, -1.4368, -0.7033], [0.4916, -2.7730, -1.2172], [1.2797, -2.7427, -3.0419], [-0.6713, -3.5757, -1.4369], [-0.2234, -4.8580, -1.4985], [-0.8743, -5.8454, -1.8224], [1.1134, -4.8825, -1.1011], [1.2290, -3.7523, -0.3062], [0.2168, -4.0738, 1.1577], [5.3267, -3.9654, 1.7764], [4.0978, -4.4873, 0.6848], [3.7871, -3.1168, 1.6582], [6.4282, -1.4063, 1.0246], [6.7605, -1.8469, -0.6645], [6.9624, -3.0179, 0.6135], [4.0142, -3.1259, -1.6919], [3.0734, -0.9791, -1.9900], [4.6778, -0.4557, -1.7869], [4.0575, 0.6951, -0.1075], [3.7326, -0.7260, 0.8129], [1.7698, 0.6253, -1.0046], [1.8994, 0.9705, 1.9568], [2.8923, 1.9074, 0.9527], [1.1642, 2.0220, 0.8043], [1.6316, -1.5977, 0.9131], [0.4222, -0.4183, 1.0896], [-0.8249, -1.5061, -0.2910], [0.0877, -0.7372, -1.4938], [2.1922, -3.4220, -0.0291], [-1.4386, 3.7835, 1.4291], [-1.7438, 2.0691, 1.1072], [-2.9578, 4.6764, 1.4020], [-0.7032, 3.9545, 3.0177], [-0.3513, 4.4317, 0.1966], [-0.1935, -5.1318, -6.0386], [0.9163, -6.2346, -5.2270], [-1.3692, -4.5288, -4.8783], [0.7318, -3.7989, -6.7442], [-1.0338, -5.9886, -7.3333], [-7.0575, 3.8954, 2.1953], [-5.8602, 2.8790, 2.9973], [-8.1331, 4.5967, 3.3982], [-6.2252, 5.1878, 1.3293], [-7.9924, 2.9298, 1.0546], [-10.5067, 7.0110, 1.3666], [-11.8114, 8.1281, 0.9546], [-11.0298, 5.9639, 2.6872], [-10.1021, 6.0331, -0.0404], [-9.0877, 7.9242, 1.8701], [-3.4234, -4.0351, 3.4188], [-3.3185, -2.2751, 3.5196], [-1.8293, -4.7402, 3.6708], [-4.5388, -4.6389, 4.6433], [-3.9963, -4.4857, 1.8149], [-8.5656, 11.0854, 4.0875], [-10.1382, 11.1116, 3.2936], [-7.2845, 10.9992, 2.8750], [-8.3691, 12.5488, 5.0489], [-8.4609, 9.6592, 5.1242], [5.0576, -2.0724, 4.7288], [4.3887, -1.0138, 3.4855], [5.0266, -1.2476, 6.2841], [4.0954, -3.5471, 4.8210], [6.7226, -2.4795, 4.3068], [8.5821, 1.2263, -3.0732], [9.6940, 0.1301, -2.2583], [7.6643, 2.1284, -1.8656], [9.4899, 2.3699, -4.0743], [7.4891, 0.2984, -4.0999], [9.4294, -5.0757, -0.2111], [8.8098, -4.8514, 1.4275], [10.7762, -6.2104, -0.1816], [8.1403, -5.7057, -1.2357], [9.9743, -3.5225, -0.8447], [-2.6403, 3.5071, 6.6193], [-3.0347, 1.8148, 6.9230], [-3.1053, 4.4792, 8.0140], [-0.8938, 3.6581, 6.3628], [-3.5210, 4.0647, 5.2005], [-0.5178, -8.2764, -11.1231], [0.5865, -9.3810, -10.3066], [-1.6933, -7.6599, -9.9616], [0.3928, -6.9291, -11.8036], [-1.3607, -9.1311, -12.4143], [5.4439, -3.1879, -5.1675], [5.0407, -2.6290, -3.5371], [6.4531, -4.6297, -5.0679], [3.9416, -3.5796, -6.0074], [6.3140, -1.9493, -6.0999], [-7.4607, -2.1226, 3.1661], [-7.6500, -3.8741, 3.1966], [-9.0488, -1.3555, 3.1322], [-6.5901, -1.5921, 4.6096], [-6.5594, -1.6769, 1.7188], [-10.9710, 6.1816, -4.1126], [-9.8054, 5.1435, -3.2812], [-12.0714, 6.9052, -2.9432], [-10.1057, 7.4544, -4.9716], [-11.8909, 5.2143, -5.2639], [-9.7983, 6.2940, 8.0114], [-10.0978, 6.7697, 9.6812], [-8.6616, 4.9458, 7.9735], [-11.3142, 5.8066, 7.2542], [-9.1188, 7.6611, 7.1226], [13.9907, 0.9031, -3.9466], [14.2065, 0.6574, -2.2125], [12.3501, 1.4761, -4.2501], [15.1563, 2.0969, -4.5209], [14.2485, -0.6247, -4.7912]], "atomic_forces_ev_per_a": [[0.251, -1.732, -1.072], [1.138, 0.491, -0.569], [-1.765, 1.412, 0.752], [-0.699, -0.175, 0.356], [1.580, 0.159, -0.048], [-0.066, 0.023, -1.128], [0.086, -0.454, 1.221], [-0.134, -0.034, -0.253], [0.144, 0.217, -0.997], [0.494, 0.429, 0.857], [-0.475, -0.800, -0.296], [0.466, 0.483, 0.248], [-0.204, -0.591, -0.550], [-1.531, -2.923, -0.910], [2.078, 3.195, 0.923], [-0.603, -1.263, 0.200], [-1.230, 0.502, -0.753], [0.607, 0.516, 0.393], [0.561, -0.198, 0.722], [-0.490, -0.773, -0.205], [-0.696, 0.444, 0.867], [0.563, 0.511, 0.475], [0.646, 0.560, -0.731], [0.875, -0.751, 0.381], [-2.063, -1.227, 0.711], [-0.610, -0.299, -0.796], [0.588, 0.693, -0.543], [0.735, 0.839, 0.259], [0.166, -0.368, 0.859], [-0.233, 0.402, -1.022], [-0.149, -0.436, 0.956], [0.715, 0.872, -0.063], [-0.702, 0.558, -0.064], [0.224, -0.614, 0.357], [-0.730, 0.346, 0.864], [-0.942, -0.242, 0.352], [-0.147, 0.666, -0.949], [1.190, -0.361, 0.086], [0.044, 0.068, 0.000], [-0.092, 0.012, -0.021], [-0.013, -0.087, -0.042], [0.126, -0.045, 0.004], [0.001, -0.005, -0.056], [-0.059, -0.127, 0.044], [0.069, -0.037, 0.057], [-0.047, 0.094, -0.049], [-0.111, 0.146, 0.010], [0.099, 0.030, 0.037], [0.038, -0.040, 0.057], [0.021, -0.147, 0.003], [0.111, -0.032, 0.087], [-0.084, 0.174, -0.116], [-0.029, -0.054, -0.035], [0.037, -0.031, 0.049], [-0.050, 0.054, -0.033], [-0.264, 0.057, 0.034], [0.017, -0.041, 0.005], [0.110, 0.051, 0.017], [-0.035, 0.004, -0.129], [0.122, 0.052, 0.041], [0.113, -0.061, 0.178], [0.080, -0.023, 0.076], [-0.068, -0.046, -0.102], [0.010, -0.013, -0.037], [-0.064, 0.029, -0.037], [0.027, 0.021, -0.083], [0.027, 0.018, 0.065], [0.082, 0.250, -0.222], [0.007, -0.054, 0.007], [-0.051, 0.168, -0.020], [0.004, 0.037, 0.060], [-0.042, -0.059, 0.005], [0.080, -0.024, -0.028], [-0.046, 0.041, -0.059], [0.062, -0.064, 0.053], [-0.089, -0.003, 0.035], [-0.314, 0.123, -0.006], [0.027, 0.042, 0.123], [-0.037, 0.026, -0.042], [0.025, -0.060, 0.161], [0.044, -0.038, 0.003], [-0.073, -0.007, -0.055], [0.022, 0.076, -0.040], [0.029, 0.005, 0.039], [-0.011, -0.095, 0.003], [-0.015, 0.047, 0.080], [-0.037, 0.017, 0.040], [0.027, 0.029, -0.031], [0.036, 0.007, 0.012], [0.052, -0.051, 0.039], [-0.175, -0.078, -0.102], [0.043, 0.066, -0.033], [-0.038, -0.036, -0.056], [-0.110, 0.032, -0.198], [0.740, -0.005, -1.083], [0.067, -0.060, 0.076], [-0.023, -0.042, -0.004], [-0.132, -0.067, 0.160], [-0.012, -0.008, 0.010], [-0.111, -0.088, 0.026], [-0.067, 0.044, -0.010], [-0.069, 0.046, -0.003], [0.063, 0.131, -0.049], [-0.002, 0.000, -0.019], [0.029, -0.048, -0.008], [-0.039, 0.021, 0.057], [0.049, 0.062, -0.037], [-0.040, -0.054, -0.059], [0.049, -0.041, -0.022], [-0.010, 0.020, 0.063], [0.048, -0.050, -0.011], [-0.075, -0.026, -0.041], [-0.111, -0.215, 0.281], [0.002, 0.006, -0.054], [0.012, -0.013, 0.087], [0.313, -0.094, 0.003], [0.033, 0.040, -0.018], [0.007, -0.054, -0.032]], "mol_weight_da": 2800.8, "orbital_gap_ha": 0.276, "lumo_ev": -0.088, "homo_energy_ev": -7.60}


(2)
{"formula": "C29H20F5N3O5PPrS", "method": "ωB97M-V/def2-TZVPD", "symbols": ["Pr", "F", "C", "C", "F", "C", "F", "C", "S", "C", "F", "C", "F", "O", "C", "O", "C", "C", "N", "N", "C", "C", "O", "O", "H", "H", "H", "N", "P", "C", "C", "C", "C", "C", "C", "C", "C", "C", "C", "C", "C", "C", "C", "C", "C", "C", "C", "H", "H", "H", "H", "H", "H", "H", "H", "H", "H", "H", "H", "H", "H", "H", "O", "H", "H"], "coordinates": [[0.6458, -0.0416, -1.0447], [4.1381, 5.9238, 0.7733], [3.9022, 4.7737, 0.1338], [2.7054, 4.1133, 0.2986], [1.7598, 4.6157, 1.1044], [2.5120, 2.9278, -0.3754], [1.3232, 2.3051, -0.1663], [3.4236, 2.3458, -1.2271], [3.0906, 0.8305, -2.0731], [4.6142, 3.0437, -1.3629], [5.5845, 2.5813, -2.1559], [4.8583, 4.2336, -0.6987], [6.0216, 4.8694, -0.8570], [1.4390, -5.0555, -4.6120], [1.0469, -4.0420, -5.3748], [0.9280, -4.1321, -6.5690], [0.6905, -2.7581, -4.6981], [0.2090, -1.6946, -5.4260], [-0.0356, -0.6978, -4.5652], [0.2588, -1.0354, -3.3152], [0.7070, -2.2866, -3.3721], [1.1932, -2.9347, -2.1066], [1.5061, -4.1098, -2.1236], [1.2493, -2.1490, -1.0681], [1.4451, -4.7894, -3.6580], [0.0336, -1.6105, -6.4861], [-0.3685, 0.2381, -4.7407], [-1.5031, 0.4075, -0.4747], [-1.5931, -0.0195, 1.0241], [-1.6972, -1.8078, 1.2666], [-1.9352, -2.6018, 0.1497], [-1.9693, -3.9887, 0.2537], [-1.7674, -4.5892, 1.4840], [-1.5346, -3.8062, 2.6126], [-1.4958, -2.4247, 2.5045], [-0.0537, 0.4284, 1.9223], [1.1057, -0.3397, 1.7114], [2.3616, 0.1460, 2.0592], [2.4694, 1.3756, 2.6933], [1.3270, 2.1217, 2.9562], [0.0780, 1.6654, 2.5512], [-2.9555, 0.6935, 1.9645], [-3.9768, 1.3304, 1.2655], [-5.0593, 1.8658, 1.9552], [-5.1193, 1.7766, 3.3382], [-4.0960, 1.1524, 4.0432], [-3.0183, 0.6133, 3.3561], [-2.0953, -2.1256, -0.8072], [-2.1411, -4.5964, -0.6255], [-1.7803, -5.6683, 1.5679], [-1.3726, -4.2791, 3.5732], [-1.2856, -1.8321, 3.3886], [1.0214, -1.3549, 1.3328], [3.2419, -0.4510, 1.8631], [3.4424, 1.7519, 2.9839], [1.4125, 3.0781, 3.4604], [-0.7967, 2.2826, 2.7189], [-3.9100, 1.4000, 0.1862], [-5.8560, 2.3572, 1.4107], [-5.9613, 2.1986, 3.8738], [-4.1363, 1.0893, 5.1237], [-2.2176, 0.1400, 3.9140], [-0.4685, 1.9474, -2.5121], [-1.2514, 1.7166, -1.9686], [-0.2945, 2.8822, -2.3541]], "atomic_forces_ev_per_a": [[-0.051, 1.717, -0.607], [-0.049, -0.088, -0.033], [0.057, 0.397, 0.225], [-0.121, 0.057, 0.139], [0.075, -0.071, -0.106], [-0.225, 0.218, 0.257], [-0.305, 0.023, 0.062], [-0.071, -0.645, -0.412], [0.565, 0.577, 0.094], [0.519, 0.137, -0.183], [-0.131, -0.015, 0.049], [0.253, -0.077, -0.158], [-0.097, -0.069, -0.009], [-0.087, 0.270, -0.164], [-0.153, -0.269, 0.208], [0.115, -0.037, -0.051], [0.029, -0.050, -0.074], [-0.147, 0.264, -0.183], [-0.099, 0.202, -0.123], [0.213, -0.427, 0.072], [0.119, -0.095, 0.056], [0.007, 0.409, 0.612], [0.060, -0.336, -0.020], [-0.050, -1.492, -0.878], [0.121, -0.023, 0.113], [0.016, -0.008, 0.057], [0.001, -0.027, -0.050], [0.030, -0.206, 0.605], [-0.464, 0.230, -0.305], [0.035, -0.374, 0.151], [-0.038, -0.124, -0.004], [0.014, 0.109, 0.033], [0.024, 0.044, 0.107], [-0.010, 0.020, -0.078], [0.016, -0.086, 0.001], [0.076, -0.006, 0.121], [-0.179, -0.015, 0.449], [-0.066, -0.041, 0.113], [-0.012, 0.083, -0.041], [-0.041, -0.009, 0.023], [0.115, 0.065, -0.009], [-0.067, 0.182, 0.260], [-0.003, -0.023, 0.086], [0.038, -0.015, -0.049], [0.021, -0.011, 0.037], [0.031, -0.012, -0.100], [-0.058, 0.017, 0.059], [-0.005, 0.095, -0.100], [-0.004, 0.032, 0.002], [-0.004, 0.010, 0.013], [0.006, 0.024, -0.015], [-0.007, -0.012, -0.055], [0.012, -0.089, -0.088], [0.020, -0.025, -0.002], [-0.022, -0.013, -0.002], [-0.021, -0.076, -0.050], [-0.002, -0.018, -0.012], [0.016, -0.014, 0.018], [0.023, -0.012, 0.004], [0.023, -0.014, -0.035], [-0.002, 0.003, -0.037], [-0.030, 0.024, -0.030], [-0.101, -0.195, -0.142], [0.025, 0.003, 0.201], [0.045, -0.094, -0.026]], "multiplicity": 3, "e_above_lowest_kj_mol": 24.2, "mol_weight_da": 789.4, "s2": 2.002, "orbital_gap_ha": [0.298, 0.298], "lumo_ev": [-0.043, -0.062], "homo_energy_ev": [-8.15, -8.16]}